Run P
Below is a cluster of 2 separate species, C7H14O in total, with properties calculated with ωB97M-V/def2-TZVPD.

Cartesian coordinates (Å):
C (-1.2105, 1.6495, 0.8783)
C (-0.0745, 0.9662, 1.0319)
C (0.9729, 1.5248, 1.9592)
C (0.2128, -0.3547, 0.4144)
C (1.6491, -0.6468, -0.0016)
C (-0.7933, -1.0929, -0.0759)
C (-0.5956, -2.3594, -0.8222)
H (-1.9485, 1.4471, 0.1038)
H (-1.4754, 2.5160, 1.4750)
H (1.5295, 0.7825, 2.4976)
H (1.7156, 2.0912, 1.4027)
H (0.5531, 2.2159, 2.6896)
H (1.6439, -0.6660, -1.0989)
H (2.4162, 0.0108, 0.3908)
H (1.8292, -1.7021, 0.2268)
H (-1.7973, -0.7542, 0.1399)
H (-1.5076, -2.8774, -1.0676)
H (0.0096, -2.3090, -1.7272)
H (-0.1054, -3.1261, -0.2019)
O (-1.3706, 0.7580, -2.8800)
H (-0.5345, 0.9149, -3.3536)
H (-1.1187, 1.0118, -1.9811)

Values from the calculation:
**Net charge**: 0
**Kohn-Sham gap**: 9.279 eV
**2S+1**: 1
**SMILES**: C=C(C)/C(C)=C/C.O

Atomic partial charges in e from the Löwdin method, atoms 1 to 5:
1. C 0.04
2. C -0.32
3. C -0.07
4. C -0.27
5. C -0.04

***

Run Q
Below is a cluster of 2 separate species, C7H14O in total, with properties calculated with ωB97M-V/def2-TZVPD.

Cartesian coordinates (Å):
C (1.5007, -1.7845, -1.9972)
C (0.9525, -1.2562, -0.9181)
C (0.6152, 0.1518, -0.8323)
C (-0.3340, 0.7253, -0.0644)
C (-0.8827, 2.1399, -0.3594)
C (-0.7509, 0.1514, 1.2485)
C (-2.0717, -0.6088, 1.0538)
H (1.7992, -2.8017, -2.1902)
H (1.6953, -1.1715, -2.8802)
H (0.6784, -1.8259, -0.0332)
H (1.0115, 0.8576, -1.5746)
H (-0.3065, 2.6032, -1.1511)
H (-0.6430, 2.8597, 0.4347)
H (-1.9433, 1.9699, -0.4757)
H (-0.9842, 0.9172, 1.9862)
H (-0.0816, -0.6097, 1.6619)
H (-1.8889, -1.5599, 0.5002)
H (-2.9020, -0.0527, 0.6193)
H (-2.4691, -1.1462, 1.9448)
O (2.7212, 0.2311, 1.2071)
H (2.2816, -0.5961, 0.9604)
H (2.0023, 0.8058, 0.8596)

Values from the calculation:
**Net charge**: 0
**Kohn-Sham gap**: 9.454 eV
**2S+1**: 1
**SMILES**: C=C/C=C(/C)CC.O

Atomic partial charges in e from the Löwdin method, atoms 1 to 5:
1. C 0.02
2. C -0.20
3. C -0.13
4. C -0.30
5. C -0.03

***

Run R
Below is a cluster of 2 separate species, C7H14O in total, with properties calculated with ωB97M-V/def2-TZVPD.

Cartesian coordinates (Å):
C (-0.1493, 2.6410, 1.3538)
C (-0.2097, 1.5891, 2.1780)
C (0.1150, 0.2782, 1.6195)
C (-0.6553, -0.6209, 1.0251)
C (-0.2477, -2.0031, 0.6410)
C (0.3391, -2.1717, -0.7754)
C (-0.5580, -1.7950, -1.9236)
H (-0.1465, 2.5379, 0.2541)
H (-0.1658, 3.6598, 1.6637)
H (-0.4068, 1.8767, 3.2055)
H (1.1849, 0.0333, 1.6908)
H (-1.7095, -0.3549, 1.0152)
H (0.4916, -2.3570, 1.4354)
H (-1.1389, -2.6350, 0.8254)
H (1.1805, -1.4354, -0.8310)
H (0.7193, -3.1837, -0.8402)
H (-1.3961, -2.5012, -1.9610)
H (-0.1125, -1.9969, -2.9162)
H (-1.0095, -0.7820, -2.0747)
O (1.5222, 3.1335, -1.6586)
H (1.7336, 2.7819, -2.5278)
H (0.6194, 3.3051, -1.3991)

Values from the calculation:
**Net charge**: 0
**Kohn-Sham gap**: 10.204 eV
**2S+1**: 1
**SMILES**: C=C/C=C/CCC.O

Atomic partial charges in e from the Löwdin method, atoms 1 to 5:
1. C 0.01
2. C -0.17
3. C -0.15
4. C -0.14
5. C -0.23

***

Run S
Below is an isolated molecule of C7H14O, with properties calculated with ωB97M-V/def2-TZVPD.

Cartesian coordinates (Å):
C (0.2667, 1.1384, 1.9080)
O (-0.7768, -1.3417, -0.6248)
C (0.3363, -0.1016, 1.3339)
C (1.5961, -0.8919, 1.0056)
C (-0.7067, -0.1784, -0.2091)
C (-1.9790, 0.5870, 0.2538)
C (0.1185, 0.7518, -1.2206)
C (0.8481, -0.0607, -2.2915)
H (1.1056, 1.7966, 1.6384)
H (-2.6100, 0.9447, -0.5574)
H (0.3656, 1.1620, 2.9945)
H (-0.2420, -0.7904, 1.9610)
H (2.2460, -0.3454, 0.3200)
H (2.1542, -1.0497, 1.9279)
H (1.3045, -1.8563, 0.5950)
H (-2.6220, -0.1937, 0.6878)
H (-1.7112, 1.2797, 1.0489)
H (0.6231, 1.4625, -0.5683)
H (-0.6565, 1.3134, -1.7487)
H (1.6410, -0.6113, -1.7865)
H (0.1178, -0.5442, -2.9149)
H (1.5015, 0.5946, -2.8817)

Values from the calculation:
**Net charge**: 0
**Kohn-Sham gap**: 7.213 eV
**2S+1**: 1

Atomic partial charges in e from the Löwdin method, atoms 1 to 5:
1. C 0.02
2. O 0.04
3. C -0.34
4. C -0.04
5. C -0.58

***

Least stable of them? run S.

***

Run P
Below is an isolated molecule of C6H4N2, with properties calculated with ωB97M-V/def2-TZVPD.

Cartesian coordinates (Å):
C (0.8438, 1.2615, 0.9956)
N (1.9167, 0.8477, 0.2999)
C (1.6321, -0.3155, -0.4352)
C (0.2566, -0.6039, -0.1759)
C (-0.7803, -1.5467, -0.6661)
N (-1.8701, -0.7057, -0.5712)
C (-1.7047, 0.5072, 0.0755)
C (-0.3151, 0.5219, 0.5396)
H (0.8825, 2.2011, 1.6232)
H (2.4260, -0.6149, -1.0321)
H (-0.6387, -2.7996, -0.6978)
H (-2.5895, 1.2722, 0.0044)

Values from the calculation:
**Net charge**: 0
**Kohn-Sham gap**: 6.528 eV
**2S+1**: 1
**SMILES**: C1=NC=C2C=NC=C12

Atomic partial charges in e from the Löwdin method, atoms 1 to 5:
1. C -0.07
2. N 0.00
3. C 0.00
4. C -0.24
5. C -0.01

***

Run Q
Below is an isolated molecule of C6H4N2, with properties calculated with ωB97M-V/def2-TZVPD.

Cartesian coordinates (Å):
C (-1.1537, -1.7686, 0.6870)
C (-0.6285, -1.2926, -0.5583)
C (0.3681, -0.2320, -0.5579)
C (0.9898, -0.2147, -1.8261)
N (1.4206, -0.0796, -2.8847)
C (0.1959, 0.8278, 0.3798)
C (-0.2489, 1.1132, 1.7592)
N (-0.5885, 1.9891, 2.8061)
H (-2.1259, -2.4765, 0.8320)
H (-0.8547, -1.4489, 1.6333)
H (-0.7557, -1.7365, -1.4761)
H (0.7744, 1.6965, 0.2590)

Values from the calculation:
**Net charge**: 0
**Kohn-Sham gap**: 7.342 eV
**2S+1**: 1
**SMILES**: C=C/C(C#N)=C\C#N

Atomic partial charges in e from the Löwdin method, atoms 1 to 5:
1. C 0.07
2. C -0.10
3. C -0.22
4. C -0.19
5. N 0.19

***

Least stable of them? run Q.

***

Run P
Below is a cluster of 2 separate species, C3H4ClNO2S in total, with properties calculated with ωB97M-V/def2-TZVPD.

Cartesian coordinates (Å):
C (-0.3180, 2.1111, -0.3938)
C (-0.9846, -1.2619, -0.1428)
C (0.9148, 0.8467, 0.7766)
N (-0.9781, 2.7747, -1.0547)
O (0.7794, 0.0381, -1.6797)
O (1.7352, -1.5157, 0.0285)
S (0.7422, -0.5786, -0.3885)
Cl (0.1166, 0.6793, 2.3180)
H (-0.8955, -2.3950, -0.1439)
H (-1.3849, -1.0058, 0.8665)
H (-1.6190, -0.9696, -0.9749)
H (1.8920, 1.2765, 0.7888)

Values from the calculation:
**Net charge**: 0
**Kohn-Sham gap**: 10.220 eV
**2S+1**: 1

Atomic partial charges in e from the Löwdin method, atoms 1 to 5:
1. C -0.17
2. C -0.12
3. C -0.58
4. N 0.05
5. O -0.33

***

Run Q
Below is a cluster of 2 separate species, C3H4ClNO2S in total, with properties calculated with ωB97M-V/def2-TZVPD.

Cartesian coordinates (Å):
C (0.8003, -1.3750, -0.0298)
C (0.0994, -0.2775, 0.8070)
C (0.5864, -0.5211, -1.1718)
N (0.0205, 0.4614, -0.4536)
O (1.3028, -2.4416, 0.2146)
O (-2.4222, 0.4128, -0.8394)
S (-2.8383, -0.9333, -1.2938)
Cl (-3.2002, -2.0658, 0.3984)
H (-0.8629, -0.5509, 1.2327)
H (0.7166, 0.2186, 1.5530)
H (0.7624, -0.5512, -2.2298)
H (-0.7256, 1.0933, -0.7341)

Values from the calculation:
**Net charge**: 0
**Kohn-Sham gap (spin up / spin down)**: 5.516 / 8.944 eV
**2S+1**: 1

Atomic partial charges in e from the Löwdin method, atoms 1 to 5:
1. C -0.41
2. C -0.07
3. C -0.02
4. N 0.01
5. O 0.08

***

Least stable of them? run P.

***

Run P
Below is a cluster of 2 separate species, CHCl3S in total, with properties calculated with ωB97M-V/def2-TZVPD.

Cartesian coordinates (Å):
C (0.3185, -0.1062, -0.3784)
S (-1.3799, 0.5922, -0.2063)
Cl (1.3945, 1.1519, -0.8507)
Cl (0.4365, -1.5085, -1.3738)
Cl (-1.6651, 0.4206, 1.8252)
H (0.8955, -0.5500, 0.9839)

Values from the calculation:
**Net charge**: 0
**Kohn-Sham gap**: 8.843 eV
**2S+1**: 1

Atomic partial charges in e from the Löwdin method, atoms 1 to 5:
1. C -1.65
2. S 0.34
3. Cl 0.51
4. Cl 0.53
5. Cl 0.09

***

Run Q
Below is a cluster of 2 separate species, CHCl3S in total, with properties calculated with ωB97M-V/def2-TZVPD.

Cartesian coordinates (Å):
C (-0.8692, -0.0686, 0.1086)
S (1.5777, -0.2279, -1.1151)
Cl (-0.4305, -0.4290, 1.6950)
Cl (-1.8439, -1.1701, -0.7203)
Cl (2.5498, 0.9235, 0.1779)
H (-0.9839, 0.9721, -0.1462)

Values from the calculation:
**Net charge**: 0
**Kohn-Sham gap**: 6.810 eV
**2S+1**: 1

Atomic partial charges in e from the Löwdin method, atoms 1 to 5:
1. C -1.19
2. S 0.02
3. Cl 0.61
4. Cl 0.61
5. Cl -0.06

***

Least stable of them? run Q.

***

Run P
Below is a cluster of 3 separate species, C7H10N2O2 in total, with properties calculated with ωB97M-V/def2-TZVPD.

Cartesian coordinates (Å):
N (0.0341, 0.7599, -1.1293)
C (0.8389, -0.1253, -0.5229)
C (0.4672, -0.8132, 0.6009)
C (1.3686, -1.7930, 1.2143)
C (2.5063, -2.2081, 0.6116)
C (2.8041, -1.5390, -0.6145)
C (2.0471, -0.5549, -1.1787)
H (-0.9978, 0.8356, -0.8148)
H (0.0655, 0.8199, -2.1355)
H (-0.4107, -0.4678, 1.0172)
H (1.1597, -2.1164, 2.2153)
H (3.3845, -2.6940, 1.0694)
H (3.6528, -1.9511, -1.1792)
H (2.2386, -0.1942, -2.2244)
O (2.4408, 2.5132, -0.3149)
C (1.6771, 2.2985, 0.5043)
O (1.0874, 2.1874, 1.4825)
N (-2.4215, 1.9566, 0.3374)
H (-2.6879, 3.0379, 0.2312)
H (-1.3475, 2.0629, 0.3889)
H (-2.7709, 1.6355, 1.1923)

Values from the calculation:
**Net charge**: 0
**Kohn-Sham gap**: 8.823 eV
**2S+1**: 1
**SMILES**: Nc1ccccc1.O=C=O.N

Atomic partial charges in e from the Löwdin method, atoms 1 to 5:
1. N 0.09
2. C -0.42
3. C -0.02
4. C -0.08
5. C -0.11

***

Run Q
Below is an isolated molecule of C7H10N2O2, with properties calculated with ωB97M-V/def2-TZVPD.

Cartesian coordinates (Å):
C (-0.8863, 0.3959, 4.0606)
C (-0.6164, -0.5688, 3.2695)
C (0.0316, -0.4656, 1.8757)
O (0.7594, -1.3054, 1.4168)
N (-0.1849, 0.7310, 1.1776)
C (0.6270, 0.8972, 0.0792)
N (0.3462, 0.0211, -0.9954)
C (-0.1233, 0.5618, -2.1612)
O (-0.5599, 1.6720, -2.3126)
C (0.0053, -0.3971, -3.3008)
C (0.5009, -1.6047, -3.2384)
H (-1.6773, 0.3230, 4.8935)
H (-0.4026, 1.3627, 3.8868)
H (-0.9755, -1.6572, 3.3738)
H (-1.1001, 1.0979, 1.4610)
H (1.7393, 0.6724, 0.3858)
H (0.6370, 2.0563, -0.1661)
H (0.6936, -0.8806, -0.8046)
H (-0.3875, 0.0608, -4.2127)
H (0.9657, -2.0027, -2.2777)
H (0.5480, -2.1425, -4.1553)

Values from the calculation:
**Net charge**: 0
**Kohn-Sham gap**: 10.423 eV
**2S+1**: 1
**SMILES**: C=CC(=O)NCNC(=O)C=C

Atomic partial charges in e from the Löwdin method, atoms 1 to 5:
1. C -0.01
2. C -0.12
3. C -0.46
4. O 0.06
5. N 0.05

***

Run R
Below is a cluster of 3 separate species, C7H10N2O2 in total, with properties calculated with ωB97M-V/def2-TZVPD.

Cartesian coordinates (Å):
C (0.1638, -1.6039, 0.3376)
C (0.5013, -1.8745, -0.9250)
C (-0.9254, -0.6635, 0.2845)
C (-1.0460, -0.3150, -1.0338)
C (3.2035, -0.0125, 0.8855)
C (0.0971, 1.5785, -0.9612)
C (-1.7149, -0.0679, 1.3924)
N (-0.5144, 2.3934, -0.1539)
N (-0.3229, -1.1897, -1.7715)
O (2.9552, 0.0932, 1.9773)
O (3.5436, -0.1718, -0.2111)
H (0.6274, -1.9059, 1.2416)
H (1.2091, -2.5627, -1.3012)
H (1.0507, 1.1793, -0.5656)
H (-0.9421, 0.4320, 1.8806)
H (-2.1463, -0.8699, 1.8776)
H (-2.4031, 0.5536, 0.8639)
H (-1.3594, 2.8971, -0.3156)
H (-0.3623, 2.3260, 0.7605)
H (-1.5063, 0.5195, -1.5115)
H (-0.1084, -0.7352, -2.7510)

Values from the calculation:
**Net charge**: 0
**Kohn-Sham gap**: 7.984 eV
**2S+1**: 1

Atomic partial charges in e from the Löwdin method, atoms 1 to 5:
1. C -0.06
2. C -0.15
3. C -0.30
4. C -0.24
5. C -0.47

***

Least stable of them? run R.